(1)
ORCA calculation (wB97M-V/def2-TZVPD) on C18H28N4RhS2 as an isolated structure at a distorted geometry.

Calculated values
lowest unoccupied orbital energy (spin up / spin down) = -9.29 / -12.85 eV
charge = +3
HOMO energy (spin up / spin down) = -18.4 / -18.5 eV
multiplicity = 5
<S²> = 6.0216
Kohn-Sham gap (spin up / spin down) = 0.3347 / 0.2065 Ha
E_tot = -49728.429 eV

Structure (XYZ):
```
53
Properties=species:S:1:pos:R:3:forces:R:3:lowdin_spin:R:1
Rh 0.624707 0.495195 0.381507 -0.057 0.347 0.089 2.54
S 1.983622 1.167836 -1.913291 1.226 -1.005 0.257 0.31
S 0.216178 -0.359944 2.963545 1.299 -0.941 0.050 0.31
C 1.609186 0.099266 -3.339540 -0.307 -0.051 0.270 0.03
C 3.535043 0.401785 -1.320442 0.121 0.331 -0.106 0.02
C 3.331880 -0.779794 -0.398272 0.030 -0.211 -0.312 0.01
N 2.625576 -0.380551 0.832228 0.055 0.490 0.176 0.09
C 2.529195 -1.473583 1.816420 -0.120 -0.342 0.104 0.01
C 1.927168 -0.988241 3.116249 -0.032 0.207 0.305 0.02
H 4.086301 1.193656 -0.814774 0.060 0.110 0.023 0.00
H 4.128384 0.111784 -2.183817 0.025 -0.009 -0.110 0.00
H 4.308095 -1.215275 -0.160283 -0.037 0.041 0.050 0.00
H 2.743467 -1.556325 -0.883922 -0.041 -0.123 -0.068 0.00
H 3.517555 -1.898541 2.020970 -0.007 0.066 -0.033 0.00
H 1.923622 -2.264944 1.378121 -0.050 -0.130 -0.044 0.00
H 2.512433 -0.166813 3.527958 0.040 0.091 0.076 0.00
H 1.938212 -1.781384 3.859342 -0.043 -0.071 0.080 0.00
C -0.721799 -1.915647 3.092037 -0.070 0.155 -0.377 0.03
H 3.172353 0.361078 1.262765 0.123 0.095 0.074 0.00
H -0.225914 -2.729966 2.572676 0.191 0.013 -0.045 0.00
H -1.690399 -1.742769 2.633522 -0.032 -0.052 0.107 0.00
H -0.868694 -2.178390 4.134706 0.143 0.150 0.204 0.01
H 0.542633 0.178042 -3.525789 0.049 0.014 -0.115 0.00
H 1.857020 -0.939175 -3.141841 0.122 -0.044 0.147 0.00
H 2.145427 0.445865 -4.217175 0.202 0.204 0.034 0.01
C 1.020952 2.713348 1.219959 0.264 0.048 0.113 0.09
C -0.245333 2.672705 0.748335 -0.077 0.428 0.108 0.07
H 1.835589 3.075662 0.606741 0.093 0.051 -0.049 0.01
H 1.233095 2.554725 2.269173 0.035 0.001 0.110 0.01
H -0.481521 2.993756 -0.257204 0.014 0.124 0.338 0.00
H -1.083205 2.473704 1.402917 0.189 0.274 -0.141 0.00
N -1.374632 -1.471923 -0.959410 1.328 0.301 0.571 0.01
C -1.320373 -0.356768 -1.784917 0.074 1.639 -2.007 0.01
C -2.077408 -0.388340 -2.973642 0.394 0.274 0.228 0.01
C -2.176983 0.736689 -3.764258 -0.200 -0.585 -0.098 -0.01
C -1.499557 1.872406 -3.383483 0.714 0.307 0.918 0.01
C -0.742469 1.872184 -2.208694 -1.093 -1.418 -0.666 0.01
N -0.664400 0.771992 -1.332330 -1.489 0.244 -4.186 0.17
C -2.024194 -0.966436 0.158627 -1.433 0.348 2.135 0.01
C -3.314220 -1.459138 0.441624 0.393 0.258 0.215 0.01
C -4.066869 -0.898379 1.451075 -0.106 -0.497 -0.347 -0.01
C -3.519965 0.125748 2.190034 1.049 0.593 0.001 0.01
C -2.231871 0.584566 1.899936 -1.001 -1.323 -0.943 0.01
N -1.450750 0.092305 0.836032 -3.674 -1.652 1.882 0.17
H -1.733956 -2.351122 -1.365233 0.072 0.941 0.320 0.00
H -2.613495 -1.282830 -3.265162 0.107 -0.113 0.180 0.00
H -2.759684 0.722271 -4.676394 -0.048 -0.039 0.025 0.00
H -1.522471 2.749820 -4.018398 0.092 0.079 0.210 0.00
H -0.166322 2.779200 -2.120088 0.255 -0.100 0.957 0.00
H -3.742040 -2.260752 -0.147603 0.212 -0.020 -0.104 0.00
H -5.059956 -1.268182 1.671725 -0.016 -0.011 -0.063 0.00
H -4.074711 0.543715 3.021355 0.183 0.158 -0.037 0.00
H -1.894504 1.285912 2.646386 0.782 0.353 -0.506 0.00
```
Positions in Å, forces in eV/Å.


(2)
ORCA calculation (wB97M-V/def2-TZVPD) on a 14-piece molecular cluster, C39H67N16O overall at a distorted geometry.

Calculated values
lowest unoccupied orbital energy = -3.97 eV
charge = +1
HOMO energy = -11.7 eV
Kohn-Sham gap = 0.2838 Ha
E_tot = -67408.533 eV

Structure (XYZ):
```
123
Properties=species:S:1:pos:R:3:forces:R:3:lowdin_charge:R:1
C -3.685168 4.946281 0.988002 0.072 -0.006 -0.012 -0.13
O -2.921944 3.918143 1.577085 -0.189 0.079 0.043 -0.19
C -3.708646 2.883494 2.175873 0.212 -0.052 -0.134 -0.21
C -4.393827 1.964950 1.153360 0.011 -0.134 0.269 -0.17
C -3.555568 0.721798 0.766006 -0.150 -0.011 -0.227 -0.18
C -3.029626 0.710856 -0.696343 -0.064 -0.458 0.045 -0.18
C -1.540875 0.313058 -0.815205 0.187 0.201 0.302 -0.20
C -0.755783 1.019942 -1.933582 -0.135 0.258 0.117 -0.18
C -1.530643 1.218983 -3.253620 0.555 -0.223 -0.319 -0.22
C -1.713420 2.690839 -3.627707 -0.439 -0.293 0.374 -0.18
C -2.369866 2.886350 -5.007398 -0.103 0.724 -0.153 -0.28
C -2.045520 4.311536 -5.539124 0.203 -0.394 -0.075 -0.08
N -3.271345 5.199290 -5.538800 0.246 0.713 1.304 0.12
C -3.999724 5.056388 -4.407434 -0.258 -0.891 -0.415 -0.35
N -4.246505 6.082372 -3.539761 -0.389 0.043 -0.334 0.19
N -4.483196 3.811356 -4.103230 0.995 0.696 -1.083 0.10
C -3.902624 2.732642 -4.950483 -0.058 -0.238 -0.086 -0.12
H -3.975872 4.699426 -0.052256 -0.010 0.029 0.244 0.06
H -4.599337 5.158049 1.566535 0.170 -0.046 -0.120 0.09
H -3.069093 5.853821 0.970542 -0.101 -0.210 -0.009 0.09
H -4.431099 3.334616 2.874903 0.057 -0.004 -0.211 0.12
H -2.993483 2.296963 2.767166 -0.189 0.155 -0.066 0.11
H -5.347620 1.631785 1.582977 0.196 0.110 -0.115 0.08
H -4.630905 2.552373 0.254615 -0.076 -0.101 0.157 0.09
H -2.714026 0.610948 1.463064 -0.216 0.081 -0.216 0.06
H -4.192047 -0.161755 0.910467 0.202 0.133 0.012 0.11
H -3.624956 -0.030008 -1.253514 0.062 0.346 -0.043 0.11
H -3.223214 1.681271 -1.180386 0.163 -0.086 0.204 0.09
H -1.441380 -0.774882 -0.917882 -0.161 0.285 -0.134 0.08
H -1.054069 0.560205 0.137483 -0.029 -0.141 -0.270 0.07
H 0.175798 0.474759 -2.138811 -0.229 0.102 0.129 0.11
H -0.443316 2.004540 -1.545252 -0.093 -0.183 -0.146 0.11
H -0.963561 0.746870 -4.070040 -0.249 0.045 0.180 0.10
H -2.496252 0.702455 -3.226192 0.165 0.116 -0.023 0.09
H -2.359867 3.156391 -2.861411 0.241 0.046 -0.136 0.11
H -0.746937 3.211908 -3.566585 -0.162 -0.191 -0.187 0.12
H -1.994931 2.149279 -5.727778 -0.058 0.146 0.301 0.12
H -1.348148 4.804012 -4.848442 -0.064 -0.155 -0.213 0.12
H -1.578932 4.329408 -6.528390 -0.438 -0.051 0.068 0.13
H -2.980018 6.172453 -5.618221 0.054 -0.175 -0.130 0.15
H -4.779011 6.906563 -3.769645 0.450 0.154 -0.214 0.13
H -3.956872 5.959630 -2.578855 -0.630 -0.327 -0.017 0.12
H -5.494620 3.872094 -4.229709 -0.030 -0.194 1.065 0.17
H -4.346531 2.796506 -5.957739 0.241 0.046 0.164 0.13
H -4.195071 1.763089 -4.534966 0.137 0.251 0.050 0.12
C -0.845684 0.212561 5.069430 -0.112 -0.063 0.047 -0.08
C -0.664208 0.126832 3.625905 -0.094 -0.220 -0.557 -0.24
N -0.579923 0.019616 2.480650 0.120 0.173 0.734 0.16
H 0.105307 0.077024 5.575822 -0.003 0.013 -0.009 0.05
H -1.236320 1.194529 5.330166 0.047 0.011 0.017 0.08
H -1.553022 -0.550318 5.394442 0.025 -0.012 -0.070 0.09
C 2.212762 3.408363 3.148176 -0.057 -0.018 0.018 -0.05
C 1.885542 2.611049 4.324387 -0.056 -0.357 0.389 -0.24
N 1.640345 1.961218 5.243596 0.202 0.413 -0.447 0.15
H 1.625570 3.056353 2.301075 0.012 0.001 0.004 0.08
H 1.984973 4.455752 3.337898 0.010 -0.009 -0.010 0.08
H 3.271828 3.304605 2.918813 -0.011 -0.001 0.000 0.09
C 3.852434 -0.941557 4.992545 -0.026 -0.076 -0.018 -0.06
C 5.304947 -0.834309 4.925509 0.960 0.045 -0.056 -0.26
N 6.455961 -0.743246 4.863377 -0.980 -0.128 0.085 0.13
H 3.414054 0.052309 5.063455 -0.033 -0.004 -0.006 0.05
H 3.480902 -1.435739 4.093626 0.016 0.073 -0.028 0.06
H 3.563003 -1.520151 5.869826 0.073 0.005 0.011 0.07
C -1.027231 -2.781718 0.671557 0.094 -0.142 0.038 -0.07
C -0.857365 -3.290634 -0.686073 0.026 -0.100 -0.495 -0.26
N -0.740957 -3.661298 -1.772301 0.030 0.196 0.642 0.14
H -2.004575 -2.310145 0.762130 0.018 -0.005 0.048 0.08
H -0.948486 -3.590821 1.395454 -0.037 0.001 0.000 0.05
H -0.259998 -2.043240 0.899992 -0.023 0.030 -0.025 0.06
C 8.613041 -1.228337 2.363479 -0.005 0.070 -0.134 -0.08
C 9.410790 -0.714611 1.252210 0.476 0.221 -0.395 -0.26
N 10.065581 -0.303999 0.395759 -0.503 -0.272 0.478 0.13
H 7.794593 -1.835663 1.980698 -0.002 0.007 0.024 0.08
H 9.234245 -1.836680 3.018112 0.007 0.013 -0.021 0.08
H 8.195624 -0.405961 2.939905 -0.008 -0.030 0.018 0.05
C 0.012109 -6.815976 2.764732 -0.163 -0.132 0.077 -0.07
C -0.413655 -5.547013 3.346959 -0.051 0.366 0.192 -0.29
N -0.727501 -4.539411 3.810579 0.134 -0.449 -0.224 0.14
H 1.007245 -7.069050 3.126529 -0.134 0.003 -0.101 0.05
H -0.686587 -7.603051 3.042594 -0.057 0.024 -0.014 0.08
H 0.044909 -6.730905 1.679702 0.052 0.008 0.019 0.09
C 7.647739 -3.622256 7.543902 -0.026 -0.001 -0.013 -0.06
C 6.203863 -3.787301 7.423705 -0.605 -0.007 -0.086 -0.26
N 5.062403 -3.905844 7.318539 0.597 0.084 0.012 0.14
H 7.882724 -3.087277 8.462217 -0.003 -0.005 -0.010 0.09
H 8.130405 -4.597686 7.563876 0.000 0.012 0.000 0.08
H 8.016493 -3.050781 6.693290 -0.012 0.010 0.012 0.08
C -2.676819 -0.264423 -8.356287 -0.047 -0.007 0.028 -0.05
C -2.719635 -0.283047 -6.897311 0.132 -0.247 0.511 -0.23
N -2.714749 -0.338812 -5.745172 -0.220 0.154 -0.756 0.17
H -3.176518 -1.150071 -8.745535 0.012 -0.001 0.008 0.09
H -3.178029 0.624368 -8.736418 0.006 -0.017 -0.010 0.08
H -1.641389 -0.266950 -8.692366 -0.007 -0.009 0.009 0.09
C 3.386487 -2.704989 -1.028129 -0.025 -0.083 0.004 -0.06
C 3.240759 -1.997669 0.237708 0.014 0.348 0.512 -0.28
N 3.153412 -1.423739 1.233202 -0.015 -0.302 -0.417 0.13
H 3.850367 -3.673948 -0.849205 -0.033 -0.004 0.002 0.09
H 2.409979 -2.858968 -1.488521 0.044 0.009 0.015 0.07
H 4.023073 -2.127501 -1.695600 0.001 0.034 -0.039 0.08
C 2.545555 -4.779011 5.078134 -0.049 0.105 -0.059 -0.07
C 2.726434 -5.249420 3.708355 0.248 0.005 -0.424 -0.29
N 2.868834 -5.618686 2.625791 -0.006 0.229 0.515 0.14
H 1.701522 -4.090256 5.114174 -0.016 -0.050 -0.033 0.07
H 2.339105 -5.622090 5.735001 0.029 0.005 0.021 0.09
H 3.440755 -4.269291 5.431618 0.023 -0.101 0.010 0.03
C 9.350773 -0.380064 -3.005916 0.031 0.059 0.043 -0.08
C 7.895204 -0.336819 -3.032538 -0.418 0.027 0.007 -0.29
N 6.745617 -0.289571 -3.047588 0.313 -0.062 0.017 0.11
H 9.706489 -0.002715 -2.047237 0.030 -0.047 -0.017 0.04
H 9.695483 -1.404722 -3.132232 -0.003 0.009 0.003 0.08
H 9.747888 0.234416 -3.811946 0.015 -0.014 0.001 0.08
C -2.271027 -3.622329 -4.594136 -0.031 0.024 -0.144 -0.10
C -2.180029 -4.347213 -5.857485 0.092 -0.268 -0.432 -0.29
N -2.092325 -4.905452 -6.861782 -0.084 0.314 0.432 0.11
H -1.277021 -3.326468 -4.262548 -0.085 -0.060 0.041 0.05
H -2.877414 -2.731269 -4.746658 0.010 0.027 0.078 0.04
H -2.724895 -4.246148 -3.826583 0.072 -0.005 -0.018 0.07
C -8.479435 2.637638 0.525594 -0.004 -0.033 0.033 -0.07
C -8.082733 1.429048 1.240871 0.116 -0.446 0.263 -0.29
N -7.764201 0.477492 1.805804 -0.133 0.467 -0.290 0.14
H -8.204671 2.550736 -0.524331 -0.008 0.001 0.009 0.08
H -9.556605 2.775590 0.601002 0.011 0.005 -0.002 0.08
H -7.979321 3.502802 0.958397 -0.007 -0.006 -0.004 0.08
```
Positions in Å, forces in eV/Å.


(3)
ORCA calculation (wB97M-V/def2-TZVPD) on a 2-piece molecular cluster, C4H13N2O2 overall at a distorted geometry.

Calculated values
lowest unoccupied orbital energy (spin up / spin down) = 0.98 / 0.37 eV
HOMO energy (spin up / spin down) = -6.9 / -8.6 eV
multiplicity = 2
<S²> = 0.7535
Kohn-Sham gap (spin up / spin down) = 0.2902 / 0.3314 Ha
E_tot = -11431.267 eV
energy above the lowest of the compared OMol25 structures with the same formula, charge and spin = 46.6 kJ/mol

Structure (XYZ):
```
21
Properties=species:S:1:pos:R:3:forces:R:3:lowdin_spin:R:1
N -0.960750 -1.132566 0.427021 0.423 0.007 -0.074 0.00
C 0.463656 -1.403095 0.242490 0.510 -0.341 0.161 0.01
C 1.327546 -0.587554 1.204918 -1.483 -0.170 0.545 0.04
N 1.759588 0.717355 0.703963 0.484 -0.281 0.415 0.21
C 1.773252 1.120019 -0.606853 0.485 0.541 -0.186 0.54
C 0.561664 1.680129 -1.263937 0.047 -2.023 -0.790 0.09
O -0.285507 0.677966 -1.924298 -0.017 0.057 -0.073 0.04
H -1.169138 -0.209782 0.054657 -0.073 -0.094 0.118 0.00
H -0.109341 0.690803 -2.867624 0.102 -0.042 0.007 0.00
H -1.472969 -1.758326 -0.180014 -0.229 -0.058 0.039 0.00
H 0.810440 -1.241947 -0.772139 0.095 0.180 -0.392 0.01
H 0.656730 -2.463824 0.439642 -0.196 0.107 0.161 0.00
H 0.657687 -0.400078 2.042363 -0.062 0.014 0.307 0.00
H 2.128892 -1.186535 1.648953 0.402 0.190 -0.557 0.01
H 2.558801 1.037412 1.226346 0.174 -0.043 -0.096 0.01
H 2.737361 1.499886 -0.940259 -0.142 0.091 -0.085 0.03
H -0.111539 2.014808 -0.486662 0.016 1.052 0.012 0.01
H 0.909436 2.327799 -2.071129 -0.382 0.733 0.557 0.01
H -4.451204 0.037446 0.545300 -0.070 -0.107 0.141 0.00
H -4.073838 -0.984667 1.638458 -0.046 0.032 -0.005 0.00
O -3.710769 -0.435248 0.938808 -0.037 0.157 -0.205 0.00
```
Positions in Å, forces in eV/Å.


Look up the E_tot of the first one.
-49728.429 eV


Look up the E_tot of the second one.
-67408.533 eV


E_tot of number 3 (C4H13N2O2)?
-11431.267 eV